{"formula": "C5H7NO", "method": "ωB97M-V/def2-TZVPD", "relative_energy_kj_mol": 231.8, "e_homo_ha": -0.3944, "largest_force_ev_per_a": 1.2, "e_tot_ev": -8833.8006, "gap_ev": 11.5, "smiles": "CC[C@@]1(C#N)CO1", "spin_multiplicity": 1, "symbols": ["C", "C", "C", "C", "N", "C", "O", "H", "H", "H", "H", "H", "H", "H"], "xyz": [[0.432, 1.551, 0.982], [-0.197, 0.162, 0.822], [-0.119, -0.487, -0.577], [0.558, 0.288, -1.608], [0.771, 1.050, -2.453], [-0.387, -1.930, -0.653], [-1.234, -1.045, -1.339], [1.520, 1.529, 0.846], [0.246, 1.922, 1.996], [0.017, 2.280, 0.283], [0.323, -0.522, 1.508], [-1.243, 0.176, 1.140], [0.246, -2.656, -1.154], [-0.934, -2.317, 0.206]]}



{"formula": "C5H7NO", "method": "ωB97M-V/def2-TZVPD", "relative_energy_kj_mol": 154.7, "e_homo_ha": -0.3255, "largest_force_ev_per_a": 1.0, "e_tot_ev": -8834.5994, "gap_ev": 9.4, "spin_multiplicity": 1, "symbols": ["C", "C", "C", "C", "O", "C", "N", "H", "H", "H", "H", "H", "H", "H"], "xyz": [[-0.810, 1.084, -1.292], [0.287, 0.569, -0.362], [-0.237, 0.153, 1.016], [0.406, -1.172, 1.284], [0.408, -1.829, 2.292], [1.029, -0.635, -0.975], [1.035, -1.525, 0.021], [-0.389, 1.364, -2.260], [-1.316, 1.957, -0.862], [-1.565, 0.306, -1.457], [1.039, 1.362, -0.244], [-0.002, 0.841, 1.828], [-1.320, -0.018, 1.018], [1.433, -2.458, -0.008]]}



{"formula": "C5H7NO", "method": "ωB97M-V/def2-TZVPD", "relative_energy_kj_mol": 322.4, "e_homo_ha": -0.3446, "largest_force_ev_per_a": 0.5, "e_tot_ev": -8832.8617, "gap_ev": 10.2, "smiles": "OCC#C[C@H]1CN1", "spin_multiplicity": 1, "symbols": ["O", "C", "C", "C", "C", "C", "N", "H", "H", "H", "H", "H", "H", "H"], "xyz": [[2.970, -0.855, 1.079], [2.523, -0.468, -0.205], [1.122, -0.023, -0.188], [-0.011, 0.361, -0.022], [-1.374, 0.770, 0.229], [-2.458, 0.344, -0.694], [-2.357, -0.240, 0.635], [2.689, -0.171, 1.700], [3.157, 0.328, -0.627], [2.639, -1.349, -0.844], [-1.481, 1.717, 0.751], [-2.176, -0.252, -1.559], [-3.312, 0.999, -0.840], [-1.931, -1.162, 0.584]]}



{"formula": "C5H7NO", "method": "ωB97M-V/def2-TZVPD", "relative_energy_kj_mol": 331.0, "e_homo_ha": -0.3257, "largest_force_ev_per_a": 0.6, "e_tot_ev": -8832.7725, "gap_ev": 9.6, "smiles": "O=C1CC1.C=C=N", "spin_multiplicity": 1, "symbols": ["O", "C", "C", "C", "H", "H", "H", "H", "C", "C", "N", "H", "H", "H"], "xyz": [[-0.286, -0.580, 1.789], [0.480, 0.076, 1.137], [1.887, 0.397, 0.925], [0.741, 1.252, 0.306], [2.427, 0.732, 1.807], [2.465, -0.209, 0.236], [0.609, 1.180, -0.768], [0.481, 2.223, 0.711], [-1.049, -0.709, -1.886], [-1.772, -0.963, -0.818], [-2.490, -1.198, 0.141], [-1.062, 0.281, -2.326], [-0.392, -1.461, -2.302], [-2.041, -1.021, 1.049]]}



{"formula": "C5H7NO", "method": "ωB97M-V/def2-TZVPD", "relative_energy_kj_mol": 415.5, "e_homo_ha": -0.3498, "largest_force_ev_per_a": 0.7, "e_tot_ev": -8831.8963, "gap_ev": 9.6, "smiles": "C=NC=O.C=C=C", "spin_multiplicity": 1, "symbols": ["C", "N", "C", "O", "H", "H", "H", "C", "C", "C", "H", "H", "H", "H"], "xyz": [[-0.755, -0.762, 0.613], [-1.197, 0.371, 0.074], [-1.539, 0.275, -1.276], [-1.787, -0.749, -1.873], [-0.881, -1.672, 0.028], [-0.886, -0.861, 1.688], [-1.619, 1.266, -1.760], [1.335, -0.915, 0.561], [1.550, 0.417, 0.400], [1.144, 1.593, 0.168], [1.571, -1.354, 1.526], [1.578, -1.556, -0.286], [-0.064, 1.367, 0.159], [1.548, 2.578, -0.022]]}



{"formula": "C5H7NO", "method": "ωB97M-V/def2-TZVPD", "relative_energy_kj_mol": 45.2, "e_homo_ha": -0.3787, "largest_force_ev_per_a": 1.1, "e_tot_ev": -8835.7342, "gap_ev": 10.9, "smiles": "CC(=O)[C@@H](C)C#N", "spin_multiplicity": 1, "symbols": ["C", "C", "O", "C", "C", "C", "N", "H", "H", "H", "H", "H", "H", "H"], "xyz": [[2.015, 0.063, -0.232], [0.734, -0.563, 0.266], [0.706, -1.482, 1.049], [-0.587, 0.000, -0.305], [-1.819, -0.518, 0.439], [-0.546, 1.468, -0.338], [-0.508, 2.624, -0.349], [2.859, -0.571, 0.041], [2.140, 1.051, 0.226], [1.987, 0.212, -1.317], [-0.622, -0.335, -1.352], [-1.809, -0.190, 1.482], [-2.732, -0.150, -0.037], [-1.819, -1.610, 0.426]]}